Record 1
{
  "formula": "C16H12N6O5",
  "method": "ωB97M-V/def2-TZVPD",
  "species": ["O", "N", "O", "C", "C", "C", "C", "N", "C", "C", "O", "C", "C", "N", "C", "C", "C", "C", "N", "O", "O", "C", "C", "N", "N", "C", "C", "H", "H", "H", "H", "H", "H", "H", "H", "H", "H", "H", "H"],
  "positions_angstrom": [[3.0225, 4.1011, 0.0197], [4.1585, 3.4557, -0.1510], [5.2601, 4.0531, -0.3338], [3.9731, 2.0047, -0.0785], [4.9887, 1.3731, -0.2487], [5.0000, 0.1041, -0.0464], [3.8570, -0.7502, 0.1072], [3.4288, -1.9976, 0.1262], [2.1628, -2.0218, 0.2600], [1.3959, -3.3237, 0.4405], [-0.0634, -3.1776, 0.6800], [-0.5307, -2.9515, -0.6387], [-1.5341, -1.6928, -0.3923], [-1.0098, -0.3611, -0.1022], [-2.2742, 0.3392, 0.1919], [-2.4552, 1.6078, 0.3961], [-3.8051, 2.2163, 0.6507], [-4.7840, 1.4491, 0.1579], [-6.1781, 1.8772, 0.2413], [-6.1717, 3.0218, 0.5727], [-7.0124, 1.3223, -0.2724], [-4.7087, 0.0683, -0.1418], [-3.3638, -0.3180, -0.5637], [-2.7586, -1.6896, -0.6714], [1.5270, -0.9348, 0.5595], [2.5829, -0.0022, 0.2669], [2.6925, 1.2837, -0.0219], [6.0472, 1.6206, -0.3993], [5.9752, -0.6015, -0.1000], [1.6730, -3.5163, 1.5951], [1.7644, -4.0333, -0.3537], [0.1846, -2.6273, -1.4346], [-1.1541, -3.7136, -1.0914], [-1.5314, 2.2479, 0.8061], [-3.9101, 3.1117, 0.6778], [-5.4742, -0.3916, -0.6426], [-3.3526, -2.7019, -0.9708], [0.6135, -0.5692, 0.6901], [1.7645, 2.1180, 0.2155]],
  "forces_ev_per_angstrom": [[4.3, -1.7, -0.6], [-3.5, 4.2, 0.2], [-3.2, -2.5, 0.6], [-10.1, 5.8, -0.1], [12.0, -2.9, -1.1], [1.6, -12.4, 0.3], [-2.7, 5.1, 0.5], [2.9, -3.8, -1.0], [-2.7, -4.0, 1.3], [1.0, -0.3, 4.3], [2.9, -0.6, -3.3], [-3.2, 3.5, 0.4], [7.1, 3.3, -0.4], [-4.1, -3.3, 1.6], [1.8, -4.7, -6.2], [-0.1, 7.6, 5.0], [5.7, -11.2, -3.3], [-1.9, -4.7, 1.3], [6.7, 4.2, 0.6], [-1.8, 3.3, 1.9], [-6.3, -4.7, -2.7], [5.0, 1.2, -2.8], [-0.1, -2.3, 5.6], [-8.0, -2.6, -2.4], [4.0, 4.9, -1.2], [1.9, -0.8, 0.2], [-3.1, 7.8, 2.5], [-0.8, 1.6, -0.1], [-1.9, 2.2, -0.1], [0.1, -0.7, -2.8], [-0.9, 0.2, 1.2], [-0.1, -0.2, 1.0], [0.0, -0.8, 0.3], [-2.1, -1.3, -1.2], [-1.0, 10.7, 1.4], [-2.3, -1.2, -0.4], [2.3, 4.3, 1.2], [-1.9, -0.4, -0.4], [2.5, -2.7, -1.1]],
  "homo_lumo_gap_ev": 7.8
}

Record 2
{
  "formula": "C4H6N4",
  "method": "ωB97M-V/def2-TZVPD",
  "species": ["C", "C", "C", "C", "H", "H", "H", "H", "H", "H", "N", "N", "N", "N"],
  "positions_angstrom": [[-2.7397, -0.0172, 0.2599], [-1.2978, -0.0798, -0.1521], [0.6953, 0.8027, -0.1507], [0.9011, -0.7462, -0.0084], [-2.8703, 1.1682, -0.3676], [-3.7369, -0.9843, -0.0894], [-2.8809, 0.3049, 1.7522], [1.7990, 2.5418, 0.3150], [2.4002, -2.2022, 0.3245], [-0.5749, -2.0382, 0.7673], [-0.6984, 1.0607, -0.3761], [1.8453, 1.5118, 0.2631], [2.1015, -1.1653, 0.0453], [-0.3186, -1.1998, -0.2744]],
  "forces_ev_per_angstrom": [[-3.1, 1.8, 0.3], [2.5, 0.2, -0.1], [5.5, 2.1, 2.3], [3.8, 3.4, -1.6], [-0.6, -3.8, 2.3], [3.7, 3.2, 1.1], [0.6, -1.2, -4.8], [-0.8, -0.5, -0.4], [-1.7, 2.6, -1.2], [0.7, 2.8, -4.4], [0.7, -0.4, 1.0], [-5.5, -2.4, -2.1], [0.2, -2.7, 1.7], [-6.1, -5.1, 5.8]],
  "homo_lumo_gap_ev": 8.6,
  "relative_energy_kj_mol": 796.6
}

Record 3
{
  "formula": "C39H47N5O3RuTe2",
  "method": "ωB97M-V/def2-TZVPD",
  "species": ["Ru", "O", "N", "N", "O", "C", "C", "C", "C", "C", "C", "H", "H", "H", "H", "H", "C", "C", "C", "C", "C", "C", "Te", "C", "C", "C", "H", "H", "H", "H", "H", "H", "H", "H", "H", "H", "H", "C", "C", "O", "N", "Te", "C", "C", "C", "C", "C", "C", "C", "C", "C", "C", "C", "C", "C", "C", "C", "C", "C", "C", "H", "H", "H", "H", "H", "H", "H", "H", "H", "H", "H", "H", "H", "H", "H", "H", "H", "H", "H", "H", "H", "H", "H", "H", "H", "C", "C", "N", "C", "C", "N", "H", "H", "H", "H", "H", "H"],
  "positions_angstrom": [[-0.0449, -3.0761, -1.7472], [-1.0707, -4.0301, -3.2590], [-0.9615, -3.5223, -4.4455], [-0.2009, -2.5191, -4.5021], [0.4242, -2.0376, -3.4486], [0.0165, -1.8416, -5.7603], [0.7566, -0.6730, -5.7423], [0.9735, -0.0147, -6.9449], [0.4532, -0.5192, -8.1262], [-0.2899, -1.6931, -8.1141], [-0.5145, -2.3703, -6.9276], [1.1465, -0.2925, -4.8105], [1.5563, 0.8967, -6.9532], [0.6281, -0.0014, -9.0596], [-0.6942, -2.0900, -9.0352], [-1.0858, -3.2858, -6.9052], [1.4400, 1.1854, 8.4340], [1.2948, 0.5196, 7.0945], [2.2771, -0.3286, 6.6014], [2.1590, -0.9520, 5.3654], [3.2783, -1.8388, 4.8911], [0.9940, -0.7351, 4.6084], [0.8024, -1.7155, 2.7706], [-0.0102, 0.1281, 5.0814], [-1.2855, 0.4271, 4.3364], [0.1665, 0.7399, 6.3157], [2.4026, 0.9582, 8.8888], [0.6568, 0.8543, 9.1179], [1.3544, 2.2691, 8.3425], [3.1689, -0.5053, 7.1919], [4.0923, -1.8389, 5.6141], [3.6704, -1.4997, 3.9301], [2.9523, -2.8719, 4.7575], [-1.2366, 0.1608, 3.2826], [-1.5188, 1.4914, 4.3952], [-2.1228, -0.1200, 4.7768], [-0.6045, 1.4121, 6.6788], [3.2574, -1.9007, -1.4553], [2.0912, -1.3131, -0.7099], [2.2037, -0.2045, -0.1426], [0.9266, -1.9727, -0.6661], [0.0303, 0.4352, 0.2753], [-0.3053, 2.3056, 1.1945], [-1.5344, 2.9612, 1.0995], [-2.6988, 2.4015, 0.3282], [-1.6852, 4.1797, 1.7555], [-0.6576, 4.7471, 2.4949], [-0.8332, 6.0694, 3.1859], [0.5480, 4.0569, 2.5915], [0.7451, 2.8389, 1.9590], [2.0610, 2.1252, 2.1271], [-0.4591, 1.0012, -1.6978], [-1.4412, 0.3154, -2.4203], [-2.2690, -0.8268, -1.8902], [-1.7085, 0.7283, -3.7221], [-1.0326, 1.7842, -4.3142], [-1.3511, 2.2215, -5.7155], [-0.0520, 2.4323, -3.5739], [0.2566, 2.0639, -2.2705], [1.3284, 2.8234, -1.5379], [4.1872, -1.4892, -1.0698], [3.1610, -1.6307, -2.5092], [3.2651, -2.9868, -1.3799], [-2.7800, 1.3187, 0.4521], [-2.6064, 2.6053, -0.7409], [-3.6320, 2.8410, 0.6772], [-2.6377, 4.6938, 1.6901], [-1.8443, 6.4527, 3.0608], [-0.1386, 6.8095, 2.7855], [-0.6313, 5.9802, 4.2541], [1.3563, 4.4799, 3.1780], [2.7715, 2.7547, 2.6602], [2.5135, 1.8495, 1.1712], [1.9424, 1.2064, 2.7094], [-1.7002, -1.5568, -1.2912], [-2.7094, -1.3805, -2.7191], [-3.0870, -0.4815, -1.2529], [-2.4673, 0.2004, -4.2901], [-1.9918, 1.5002, -6.2208], [-0.4417, 2.3425, -6.3049], [-1.8634, 3.1854, -5.7098], [0.4979, 3.2518, -4.0236], [1.8668, 3.4719, -2.2268], [2.0548, 2.1467, -1.0863], [0.8997, 3.4498, -0.7532], [-2.6609, -3.5872, 0.7802], [-1.6905, -4.6470, 0.4077], [-0.6069, -4.5335, -0.3480], [-0.0113, -5.7848, -0.3918], [-0.7347, -6.6497, 0.3515], [-1.7906, -5.9146, 0.8444], [-2.4947, -2.7004, 0.1771], [-2.5283, -3.3033, 1.8249], [-3.6850, -3.9284, 0.6276], [0.8966, -5.9592, -0.9417], [-0.6136, -7.6971, 0.5579], [-2.5096, -6.2528, 1.4614]],
  "forces_ev_per_angstrom": [[-0.1, -0.4, -0.2], [0.1, 0.1, 0.1], [0.0, 0.1, 0.0], [-0.1, 0.0, -0.1], [0.0, 0.0, 0.1], [0.0, -0.1, 0.1], [0.0, 0.0, -0.1], [0.0, 0.0, 0.0], [0.0, 0.0, 0.0], [0.0, 0.0, 0.0], [0.0, 0.0, 0.0], [0.0, 0.0, 0.0], [0.0, 0.0, 0.0], [0.0, 0.0, 0.0], [0.0, 0.0, 0.0], [0.0, 0.0, 0.0], [0.0, 0.0, 0.0], [0.0, 0.0, 0.0], [0.0, 0.0, 0.0], [0.0, 0.0, 0.0], [0.0, 0.0, 0.0], [0.0, 0.2, 0.1], [-0.1, -0.5, 0.1], [0.0, -0.1, 0.0], [0.0, 0.0, 0.0], [0.0, 0.0, 0.0], [0.0, 0.0, 0.0], [0.0, 0.0, 0.0], [0.0, 0.0, 0.0], [0.0, 0.0, 0.0], [0.0, 0.0, 0.0], [0.0, 0.0, 0.0], [0.0, 0.0, 0.0], [0.0, 0.0, 0.0], [0.0, 0.0, 0.0], [0.0, 0.0, 0.0], [0.0, 0.0, 0.0], [0.1, 0.1, 0.1], [-0.7, -1.3, -0.3], [1.5, 0.4, -0.3], [0.8, 0.2, -0.1], [-1.9, 0.5, 0.6], [0.1, 0.3, 0.2], [0.0, -0.1, 0.0], [0.0, 0.0, 0.0], [0.0, 0.0, 0.0], [0.0, 0.0, 0.0], [0.0, 0.0, 0.0], [-0.1, 0.0, 0.0], [0.0, 0.0, 0.0], [0.0, 0.0, -0.1], [0.3, 0.0, 0.0], [0.0, 0.0, -0.1], [0.1, -0.1, 0.1], [0.0, 0.0, 0.0], [0.0, 0.0, 0.0], [0.0, 0.0, 0.0], [0.0, 0.1, 0.0], [-0.1, 0.0, -0.1], [0.0, 0.0, -0.1], [0.0, 0.0, 0.0], [0.0, 0.0, 0.0], [0.0, 0.0, 0.0], [0.0, 0.0, 0.0], [0.0, 0.0, 0.0], [0.0, 0.0, 0.0], [0.0, 0.0, 0.0], [0.0, 0.0, 0.0], [0.0, 0.0, 0.0], [0.0, 0.0, 0.0], [0.0, 0.0, 0.0], [0.0, 0.0, 0.0], [-0.1, 0.0, 0.1], [0.0, 0.0, 0.0], [0.0, 0.3, 0.0], [-0.1, 0.0, 0.0], [0.0, 0.0, 0.0], [0.0, 0.0, 0.0], [0.0, 0.0, 0.0], [0.0, 0.0, 0.0], [0.0, 0.0, 0.0], [0.0, 0.0, 0.0], [0.0, 0.0, 0.0], [0.0, 0.0, 0.1], [0.1, 0.0, 0.0], [0.1, 0.0, 0.0], [0.0, 0.0, 0.1], [-0.1, 0.0, -0.2], [0.1, 0.1, 0.1], [-0.1, 0.0, 0.0], [0.1, 0.0, 0.0], [0.0, 0.0, 0.0], [0.0, 0.0, 0.0], [0.0, 0.0, 0.0], [0.0, 0.0, 0.0], [0.0, 0.0, 0.0], [0.0, 0.0, 0.0]],
  "spin_multiplicity": 6,
  "total_charge": 1,
  "s2": 8.7786,
  "homo_lumo_gap_ev": [7.3, 5.7]
}

Record 4
{
  "formula": "C26H51Cl3LuN2O6PSi",
  "method": "ωB97M-V/def2-TZVPD",
  "species": ["C", "C", "H", "H", "H", "C", "C", "H", "H", "H", "H", "Lu", "Cl", "Cl", "C", "O", "N", "C", "C", "H", "H", "H", "H", "H", "H", "H", "H", "H", "C", "C", "N", "H", "C", "O", "H", "H", "H", "H", "O", "C", "C", "C", "H", "C", "H", "C", "H", "C", "C", "H", "H", "H", "Si", "Cl", "C", "C", "C", "H", "H", "H", "H", "H", "H", "H", "H", "H", "C", "C", "O", "P", "O", "C", "C", "O", "C", "C", "H", "H", "H", "H", "H", "H", "H", "H", "H", "H", "H", "H", "H", "H", "H"],
  "positions_angstrom": [[3.1367, -2.7586, -3.8010], [2.4555, -1.9307, -4.8352], [2.6891, -3.7525, -3.8095], [3.0571, -2.3601, -2.7901], [4.2029, -2.8756, -4.0411], [2.2633, -2.4647, -6.0541], [2.6474, -3.8528, -6.4312], [1.9567, -1.8632, -6.9001], [2.2192, -4.6392, -5.7977], [3.7384, -3.9973, -6.4427], [2.2768, -4.0246, -7.4453], [1.4286, -0.3832, 0.0435], [3.0188, -0.9866, 1.7798], [3.0045, 1.1265, -1.1092], [0.5564, 2.5534, 0.7995], [0.3453, 1.2963, 0.7741], [-0.3193, 3.4946, 0.4762], [-1.7473, 3.2142, 0.3242], [0.1457, 4.7799, -0.0621], [1.5731, 2.8777, 1.0623], [-2.1134, 2.5934, 1.1627], [-1.9685, 2.7016, -0.6316], [-2.2940, 4.1612, 0.3341], [0.9715, 5.1800, 0.5281], [-0.6907, 5.4943, -0.0562], [0.4807, 4.6862, -1.1086], [-0.5063, -4.9833, 3.1548], [-0.3644, -3.8497, -0.2521], [-1.4378, -4.5867, 2.7209], [-1.3037, -3.9378, 0.3051], [-1.1300, -3.5642, 1.7131], [-2.0587, -4.1722, 3.5231], [-0.4899, -2.4591, 2.0663], [0.0431, -1.6733, 1.2102], [-2.0560, -3.2982, -0.1778], [-0.4126, -2.2710, 3.1466], [-1.9827, -5.4013, 2.2244], [-1.6592, -4.9718, 0.2833], [1.5178, -0.1917, -3.2537], [2.2244, -0.4483, -4.4693], [0.5291, -0.0283, -6.4111], [1.6300, 0.3535, -5.6313], [0.0910, -1.0252, -6.2859], [0.0905, 0.8407, -7.4137], [3.2514, -0.0511, -4.2838], [2.2855, 1.5722, -5.8284], [-0.7199, 0.5382, -8.0637], [0.7671, 2.0377, -7.6486], [1.8645, 2.3932, -6.8605], [3.1813, 1.7413, -5.2269], [0.4634, 2.6905, -8.4482], [2.4774, 3.2750, -7.0644], [-0.2195, -0.2588, -2.8649], [0.1253, -2.4245, -2.2757], [-1.5483, -0.6425, -4.1965], [-0.1108, 1.7817, -2.9745], [-1.2788, -0.3146, -1.2752], [-1.3853, -0.0586, -5.1191], [-2.5532, -0.3997, -3.8010], [-1.4814, -1.7314, -4.3844], [-1.4177, -1.2856, -0.7981], [-2.2595, 0.0593, -1.5444], [-0.8356, 0.4118, -0.5993], [0.0139, 1.9499, -4.0552], [0.7850, 2.1871, -2.4865], [-0.9723, 2.3933, -2.6621], [-1.6811, -1.9878, 7.5036], [-2.6508, -1.2379, 6.6068], [-2.0389, -0.0541, 6.0141], [-0.6571, 0.0306, 5.0582], [0.5934, 0.0639, 6.1350], [0.9846, 1.0986, 7.1397], [-0.0036, 1.2241, 8.2805], [-0.7142, 1.6108, 4.5516], [-1.1890, 2.7749, 5.2249], [-1.9196, 3.5815, 4.1719], [-2.1834, -2.8541, 7.9512], [-1.3010, -1.3658, 8.3145], [-0.8411, -2.3420, 6.8943], [-3.0289, -1.9201, 5.8254], [-3.5286, -0.8806, 7.1621], [1.9539, 0.7217, 7.4792], [1.1398, 2.0747, 6.6306], [-0.0882, 0.2762, 8.8427], [0.4038, 1.9893, 8.9604], [-0.9938, 1.5614, 7.9335], [-1.8346, 2.5081, 6.0791], [-0.3314, 3.3342, 5.6211], [-2.8065, 3.0508, 3.8119], [-2.2272, 4.5495, 4.5391], [-1.2479, 3.7253, 3.3082]],
  "forces_ev_per_angstrom": [[0.1, -0.4, 0.3], [-0.3, 0.4, -0.4], [0.1, -0.1, 0.2], [-0.1, 0.1, -0.1], [-0.1, 0.0, 0.0], [0.4, 0.7, 0.6], [0.0, -0.5, -0.4], [-0.2, 0.1, 0.3], [0.1, 0.2, 0.0], [-0.2, 0.0, 0.0], [0.2, -0.2, 0.1], [0.2, -0.7, -0.5], [0.1, -0.1, 0.1], [0.1, 0.2, 0.4], [0.5, -1.1, -0.6], [-0.5, 2.4, 1.0], [-0.1, -0.3, 0.1], [-0.5, -0.7, -0.3], [0.1, 0.4, -0.2], [-0.2, 0.2, -0.3], [0.3, 0.2, -0.5], [0.2, 0.2, 0.5], [0.2, -0.2, 0.1], [-0.1, -0.1, 0.0], [0.4, -0.3, 0.2], [-0.1, -0.2, 0.4], [-0.4, 0.0, -0.1], [-0.3, 0.0, 0.2], [0.0, 0.0, 0.2], [0.0, 0.0, -0.2], [0.1, -0.1, 0.1], [0.1, -0.1, -0.2], [1.0, 0.8, -1.7], [-1.4, -1.4, 1.6], [0.3, -0.1, 0.2], [0.1, 0.1, -0.3], [0.2, 0.4, 0.3], [0.1, 0.3, -0.1], [-1.2, -1.0, -0.2], [-0.1, -0.7, -0.5], [0.6, 0.2, -0.1], [0.5, 0.1, 0.9], [0.1, 0.7, 0.0], [0.5, -0.1, 0.1], [-0.6, -0.2, 0.0], [-0.5, -0.8, -0.6], [-0.1, 0.1, 0.0], [0.2, -0.1, 0.5], [0.4, 0.3, -0.1], [-0.4, 0.4, -0.2], [-0.1, 0.1, -0.2], [-0.5, -0.1, -0.1], [-0.2, 2.3, -1.8], [1.2, -1.3, 0.1], [0.5, -0.1, 0.0], [-0.3, -0.7, -0.1], [0.5, 0.2, 0.6], [-0.3, -0.4, 0.5], [0.5, -0.1, -0.1], [-0.3, 0.5, -0.3], [0.0, 0.4, 0.0], [-0.1, 0.4, -0.2], [-0.7, 0.0, 0.4], [0.0, 0.1, 0.2], [-0.1, -0.2, -0.1], [-0.1, -0.3, 0.0], [-0.1, -0.2, -0.2], [0.4, 0.3, -0.3], [0.3, 0.3, -0.1], [0.2, 0.7, 1.0], [-0.5, 0.7, 0.3], [-0.3, -0.7, -1.2], [0.1, 0.1, 0.2], [-0.2, -1.4, 0.4], [-0.3, 0.0, 0.2], [0.1, -0.2, -0.4], [0.1, 0.1, -0.1], [0.0, 0.0, -0.2], [0.0, 0.0, 0.3], [0.2, 0.3, 0.0], [0.3, 0.1, -0.2], [-0.2, 0.2, 0.0], [-0.1, -0.7, 0.2], [0.0, 0.5, -0.3], [-0.2, -0.2, -0.1], [0.4, -0.3, 0.2], [0.1, 0.0, -0.4], [-0.1, -0.1, -0.1], [0.1, 0.0, 0.1], [-0.1, 0.3, 0.2], [-0.2, 0.0, 0.3]],
  "homo_lumo_gap_ev": 8.1,
  "relative_energy_kj_mol": 322.9
}

Energy: -35948.332, -10197.683, -71957.030, -131415.249 (eV)